95
Properties=species:S:1:pos:R:3:forces:R:3 method="wB97M-V/def2-TZVPD" spin_multiplicity=5 gap_ev="7.613 / 6.219" s2=6.02 total_charge=+2 lumo_ha="-0.215 / -0.313" de_lowest_kcal_mol=0.0
Os 0.244044 -0.021914 0.348685 0.255 -0.090 -0.349
C -1.525772 1.257924 1.011604 0.016 0.186 0.071
C -1.154883 0.569172 2.234344 0.013 0.164 0.020
C 0.213622 0.964743 2.496073 -0.283 -0.426 0.176
C 0.550837 1.972673 1.518463 0.051 0.135 -0.042
C -0.560353 2.266146 0.700977 -0.082 -0.077 0.086
C -0.737248 3.469288 -0.181298 -0.022 0.022 -0.017
C 0.592441 3.909529 -0.798436 0.034 0.016 0.011
C -1.225569 4.577240 0.782822 0.009 -0.018 -0.023
C -1.815531 3.251992 -1.242930 -0.010 -0.022 -0.002
C 1.187102 0.614739 3.620980 0.054 0.052 0.022
C 2.542314 1.285918 3.355975 0.012 -0.019 0.001
C 0.653873 1.186361 4.944985 0.016 0.023 -0.010
C 1.438685 -0.891289 3.736172 -0.038 -0.009 0.035
C -2.266417 -0.103928 3.048103 -0.032 -0.011 0.002
C -2.846126 1.041838 3.910200 -0.035 -0.034 -0.028
C -1.877888 -1.269989 3.958053 0.027 0.042 0.028
C -3.399672 -0.606843 2.138202 0.024 -0.007 -0.024
H -2.499237 1.198939 0.556499 -0.002 0.023 -0.028
H 1.492969 2.494663 1.485823 -0.001 -0.021 -0.009
H 1.280867 4.275592 -0.035213 0.009 -0.009 -0.007
H 0.419025 4.731017 -1.493627 0.003 0.006 0.003
H 1.088912 3.102936 -1.340406 -0.005 0.014 0.007
H -0.491706 4.775533 1.564792 -0.003 0.001 0.005
H -2.173246 4.306828 1.251089 0.001 0.001 0.001
H -1.376981 5.497055 0.216888 0.001 0.000 -0.001
H -1.579229 2.441730 -1.933109 0.012 -0.006 0.012
H -1.938747 4.164663 -1.825657 0.009 0.001 -0.004
H -2.782154 3.026504 -0.788944 -0.006 0.007 -0.005
H 2.474579 2.374596 3.366062 0.002 -0.005 0.025
H 2.974031 0.966665 2.404700 0.016 0.019 -0.019
H 3.235366 1.002874 4.147531 0.004 -0.021 -0.013
H 0.423595 2.249623 4.853050 0.005 0.000 0.002
H 1.423624 1.077991 5.709777 -0.006 -0.001 -0.003
H -0.232913 0.671380 5.300507 -0.041 -0.020 0.003
H 1.845769 -1.279812 2.805013 0.027 -0.037 -0.020
H 0.547623 -1.457087 3.983777 0.020 0.023 0.005
H 2.171166 -1.071315 4.523879 0.004 -0.011 -0.002
H -2.118729 1.433230 4.617342 0.026 0.008 0.017
H -3.701110 0.665432 4.473555 0.010 -0.005 0.005
H -3.193991 1.865436 3.283693 -0.006 -0.005 0.003
H -1.229281 -0.975791 4.776831 0.025 0.011 0.001
H -1.403416 -2.087294 3.414487 -0.010 -0.011 -0.001
H -2.787213 -1.671621 4.404286 -0.006 0.015 0.011
H -3.903612 0.197055 1.601614 0.012 0.002 -0.011
H -4.154804 -1.082589 2.762189 -0.009 0.004 0.001
H -3.050738 -1.356932 1.426311 -0.008 0.014 0.015
F -0.761631 -6.648681 -2.496938 0.001 0.018 -0.005
C -0.695308 -5.347009 -2.343191 -0.010 -0.029 0.006
C -0.713670 -4.509166 -3.444459 0.005 -0.003 -0.022
F -0.804441 -5.004323 -4.660769 0.005 -0.006 0.009
C -0.645095 -3.139168 -3.249782 -0.024 0.041 -0.024
F -0.704222 -2.358990 -4.326699 0.022 -0.019 0.002
C -0.530309 -2.567127 -1.987115 -0.041 0.008 0.034
P -0.451033 -0.757896 -1.878501 -0.040 -0.165 0.101
C 0.849139 -0.183458 -2.985157 0.004 0.014 0.025
C 1.785153 -1.041334 -3.555961 0.019 -0.024 -0.003
C 2.756630 -0.534211 -4.403684 0.051 -0.005 0.019
C 2.819664 0.828644 -4.661995 -0.008 0.000 0.019
C 1.903544 1.691061 -4.075174 0.005 0.004 -0.006
C 0.917486 1.187575 -3.243182 -0.012 -0.010 0.002
C -2.044690 -0.175445 -2.474805 0.013 -0.001 -0.079
C -2.202406 0.335862 -3.761118 0.010 0.007 0.016
C -3.462399 0.727356 -4.189248 -0.022 -0.003 0.007
C -4.559120 0.593753 -3.349279 0.017 0.005 -0.006
C -4.406019 0.055463 -2.076603 -0.006 -0.007 0.005
C -3.150463 -0.327500 -1.638738 -0.005 -0.002 0.016
C -0.564667 -3.432164 -0.890686 0.009 -0.034 -0.030
Br -0.653424 -2.848500 0.905925 0.035 0.031 0.033
C -0.635183 -4.800303 -1.066693 0.004 -0.004 0.034
F -0.667084 -5.617312 -0.025558 0.006 -0.004 -0.007
H 1.754754 -2.104895 -3.359650 -0.026 0.038 -0.053
H 3.466130 -1.206209 -4.867921 -0.002 -0.005 0.007
H 3.579793 1.217464 -5.325952 0.000 0.000 -0.002
H 1.945847 2.752736 -4.278621 0.000 0.001 -0.002
H 0.181889 1.860939 -2.822784 -0.001 -0.019 -0.021
H -1.356947 0.422581 -4.430112 0.005 0.006 0.002
H -3.587795 1.127122 -5.186270 -0.001 0.001 0.000
H -5.539483 0.897389 -3.690904 -0.001 0.001 -0.001
H -5.265709 -0.070306 -1.431782 -0.001 0.001 -0.002
H -3.034185 -0.759429 -0.651275 -0.001 0.000 0.004
C 3.115415 -3.227523 -0.765814 0.111 -0.058 -0.056
Si 3.452867 -1.627633 0.113885 -0.297 0.094 -0.064
C 4.204423 -1.892569 1.785843 0.076 -0.059 -0.033
C 4.475867 -0.441259 -0.876046 0.074 -0.014 0.020
O 1.880668 -0.914658 0.292208 0.169 0.200 0.004
H 4.064792 -3.741944 -0.941893 -0.019 -0.012 0.004
H 2.651811 -3.069449 -1.741942 0.010 -0.021 0.101
H 2.489136 -3.900627 -0.177020 -0.018 0.026 0.021
H 5.253070 -2.154588 1.610505 -0.019 -0.020 0.016
H 3.759808 -2.713520 2.347898 -0.074 0.017 0.004
H 4.203798 -0.997206 2.405626 0.003 0.023 0.010
H 5.530854 -0.672905 -0.704031 -0.012 0.026 -0.022
H 4.320697 0.595673 -0.573012 -0.014 0.013 0.030
H 4.298169 -0.517215 -1.947236 -0.091 0.025 -0.058